The following is a quantum chemistry calculation of a structure of composition C20H18GaN4STe, from the Open Molecules 2025 dataset.

Geometry as XYZ:
```
45
Properties=species:S:1:pos:R:3:nbo_charge:R:1
C -0.537 1.367 2.103 -0.4600
N 3.311 -1.219 0.564 -0.4810
H 3.443 1.377 -0.252 0.2501
H -0.317 2.565 5.267 0.2289
H -0.248 0.452 4.029 0.2187
C -0.790 1.579 -1.958 0.1514
H -0.692 -6.234 1.019 0.2389
C 2.737 -2.469 0.653 -0.0605
H 0.295 -0.271 -2.072 0.2189
C -0.436 2.577 4.191 -0.1624
C -0.950 -5.383 0.406 -0.2602
C -1.013 1.421 -4.697 -0.1761
C -0.646 3.785 3.539 -0.2052
H -0.399 -6.129 -1.586 0.2511
Te -2.657 -1.382 0.126 0.1821
H -1.751 -4.013 1.951 0.2397
N -0.862 2.673 0.056 -0.0541
H -2.137 3.245 -4.556 0.2316
C -0.787 -5.352 -0.948 -0.4189
C -0.328 0.432 -4.006 -0.1887
C 2.624 1.170 0.436 -0.6686
N -0.641 1.600 -0.537 -0.2975
S -1.311 -3.868 -1.608 0.4893
H 1.747 1.711 0.094 0.2488
H -1.106 1.360 -5.772 0.2301
C -0.222 0.504 -2.626 -0.2265
H -1.937 3.387 -2.089 0.2424
C -0.804 3.805 2.162 -0.1527
H 0.595 -2.975 0.663 0.2618
H 0.116 -0.398 -4.538 0.2271
C -0.390 1.377 3.482 -0.2252
N 1.168 -0.897 0.539 -0.6426
C -1.511 -4.180 0.911 -0.2960
C -0.736 2.602 1.474 -0.0063
C 1.403 -2.263 0.642 -0.0682
Ga -0.608 -0.058 0.763 1.2230
C -1.592 2.485 -4.013 -0.1887
H 4.299 -1.025 0.526 0.4402
H 2.895 1.550 1.423 0.2578
H -0.689 4.706 4.104 0.2330
C 2.352 -0.288 0.499 0.4414
H -0.973 4.725 1.619 0.2378
H 3.321 -3.368 0.721 0.2479
C -1.484 2.574 -2.636 -0.2175
C -1.751 -3.257 -0.071 -0.5350
```

Output
- Charge: +1
- E_HOMO: -11.03 eV
- Energy relative to the best compared isomer or geometry (same formula, charge and spin): 0.000 eV
- Gap between HOMO and LUMO: 7.03 eV